(1)
# C2H5FO

A cluster of 2 separate species, C2H5FO in total at a distorted geometry (ωB97M-V/def2-TZVPD, the Open Molecules 2025 dataset).

Frontier orbital gap   11.3 eV
Relative energy (zero: lowest compared OMol25 entry of this formula, charge and spin)   1.033 eV
2S+1   1
SMILES   C=CF.O
E_tot   -254.25303 Ha
LUMO level   0.032 hartree

The geometry in XYZ format:
```
9
Properties=species:S:1:pos:R:3:forces:R:3
C -1.163 -0.587 0.607 1.0850 -0.0493 0.8766
C 0.011 -1.158 0.264 -2.2473 1.9107 0.3132
F 0.403 -1.200 -1.031 -0.1962 -0.2386 0.5308
H -1.737 -0.055 -0.087 -0.8260 0.0555 -1.6850
H -1.621 -0.353 1.598 1.3306 -0.9011 -0.4408
H 0.783 -1.321 0.965 0.7949 -0.9906 0.4484
O 1.400 1.496 -1.072 -0.8028 0.8518 1.0636
H 1.142 2.309 -0.581 0.5534 -0.5415 -0.6845
H 0.782 0.870 -0.664 0.3083 -0.0969 -0.4222
```
Positions in Å, forces in eV/Å.


(2)
# C7H9N2OS

A cluster of 2 separate species, C7H9N2OS in total at a distorted geometry (ωB97M-V/def2-TZVPD, the Open Molecules 2025 dataset).

Frontier orbital gap   9.8 eV
Relative energy (zero: lowest compared OMol25 entry of this formula, charge and spin)   6.293 eV
2S+1   1
E_tot   -854.56827 Ha
Charge   +1
LUMO level   -0.188 hartree

The geometry in XYZ format:
```
20
Properties=species:S:1:pos:R:3:forces:R:3
C -4.053 -0.371 0.058 -0.4526 -0.8957 -0.2668
C -2.168 1.036 -0.275 0.9252 0.2106 0.2377
C -1.813 -1.281 -0.466 3.5967 1.8809 -0.5260
C -2.662 -0.287 -0.232 0.2345 -0.6714 -0.1695
C 2.629 -0.691 0.640 0.9881 -2.7783 0.0993
C 1.258 1.788 0.128 0.8309 -1.5748 0.1622
C 0.270 -0.815 -0.906 -5.4643 2.8704 -1.7107
N -5.187 -0.461 0.197 -0.1489 0.0854 0.1724
N -1.529 1.982 -0.243 -0.5843 0.7974 -0.2529
O 0.185 -0.218 1.681 0.0343 -0.7111 0.2056
S 0.953 -0.074 0.479 1.0922 3.4433 0.8999
H -1.682 -2.320 -0.595 -0.8670 -0.8636 0.2108
H 2.606 -1.807 1.041 -0.2171 2.3393 -0.8625
H 3.241 -0.113 1.305 -0.5750 0.5927 1.1959
H 3.348 -0.639 -0.206 -1.3509 -0.2325 -0.4563
H 1.711 1.678 -0.886 -0.1800 0.8675 0.8048
H 1.945 2.131 0.950 -0.2847 -0.6485 -0.9685
H 0.339 2.393 0.202 0.3997 -0.7836 -0.3729
H 0.529 -1.798 -1.010 1.0933 -2.3190 -0.6222
H 0.079 -0.133 -1.863 0.9298 -1.6091 2.2196
```
Positions in Å, forces in eV/Å.


(3)
# C22H33FeN4O6P

A structure of composition C22H33FeN4O6P at a distorted geometry (ωB97M-V/def2-TZVPD, the Open Molecules 2025 dataset).

Frontier orbital gap (spin up / spin down)   6.5 / 5.6 eV
Relative energy (zero: lowest compared OMol25 entry of this formula, charge and spin)   1.209 eV
2S+1   5
E_tot   -3133.23456 Ha
LUMO level (spin up / spin down)   -0.009 / -0.055 hartree

The geometry in XYZ format:
```
67
Properties=species:S:1:pos:R:3:forces:R:3
O -0.015 -1.060 -3.340 3.4605 -1.3159 -2.6765
H -0.221 -1.161 -4.279 0.4255 0.2314 0.0744
Fe 0.411 0.143 -0.231 -2.8565 -3.7103 3.3464
N 1.697 -1.108 -0.709 1.8485 0.4475 -0.4519
N -0.492 -1.666 0.303 -0.7815 -1.3713 0.1975
N 1.152 1.798 0.198 -0.0082 3.5274 0.8258
N -1.099 1.028 0.761 -0.0798 3.0101 0.7063
O 2.889 -0.690 -0.965 -1.2366 -1.0950 -0.1771
O 2.437 2.124 -0.217 -0.1951 -0.1325 -0.3067
O -2.139 0.441 1.410 0.3809 0.1929 -0.6371
O -1.526 -1.914 1.057 1.1493 0.1069 -1.0656
C 0.095 -2.740 -0.281 -0.0179 1.2547 0.0671
C 1.296 -2.393 -0.950 -0.1600 0.5687 -0.2756
C 0.343 2.807 0.556 2.4693 -1.7492 -1.1185
C -0.939 2.348 1.002 -0.6224 -2.9731 -0.3024
C 2.026 -3.213 -1.946 0.5286 -0.5803 0.2572
H 1.718 -2.920 -2.968 -0.0177 0.1332 0.5406
H 1.798 -4.279 -1.799 0.1878 0.3248 -0.1183
H 3.110 -3.043 -1.836 -0.4146 -0.1101 -0.1316
C -0.536 -4.074 -0.183 0.1172 -0.3883 -0.2273
H -1.593 -3.999 -0.459 0.1469 -0.0008 0.1190
H -0.470 -4.464 0.839 -0.0739 0.1365 -0.0958
H -0.042 -4.778 -0.855 -0.0962 0.0370 0.0930
C 0.817 4.205 0.498 -0.0968 0.7690 0.0445
C -1.914 3.184 1.748 -0.0928 0.1597 0.1649
H 1.495 4.345 -0.361 -0.2577 -0.0964 0.4384
H 1.362 4.468 1.423 -0.1669 -0.0519 -0.3559
H -0.038 4.890 0.391 0.3332 -0.1729 0.1045
H -2.742 2.567 2.112 0.2410 0.1853 -0.1303
H -2.310 3.971 1.093 0.0191 -0.1290 0.1243
H -1.424 3.670 2.601 -0.1094 -0.0748 -0.1312
H 2.770 1.246 -0.566 -0.2815 0.5559 0.2004
H -1.985 -0.594 1.282 -0.0618 0.4878 -0.0440
C -1.602 -0.201 -2.040 -4.1596 -0.1456 0.7797
H -1.327 -1.046 -2.730 -0.9095 1.1515 1.3655
H -1.459 0.820 -2.384 -0.2325 -0.3082 0.0086
H -2.448 -0.331 -1.349 0.2367 0.3327 0.2826
O 0.686 0.720 -1.988 1.3787 2.5658 -1.8859
H 0.473 0.039 -2.821 -0.3075 -0.9753 -0.7151
H 1.124 1.571 -2.154 -0.3621 -0.5138 -0.3311
C 3.220 -0.018 1.911 0.3588 0.1153 0.4702
P 1.429 -0.258 2.069 0.0160 0.1683 0.5972
C 1.330 -1.882 2.870 0.2260 -0.1154 0.9032
C 0.530 -2.125 3.996 -0.1301 -0.7498 -0.2001
C 0.269 -3.440 4.410 0.4955 0.0563 -0.3877
C 0.885 -4.518 3.754 0.0108 0.5501 -0.2177
C 1.781 -4.267 2.700 -0.3353 0.2870 0.6137
C 2.022 -2.953 2.292 -0.2792 -0.3871 -0.1173
C 0.947 1.011 3.307 0.0964 0.0238 -0.1942
C 1.765 2.136 3.500 -0.0897 -0.2289 0.0812
C 1.378 3.140 4.384 0.0655 0.0372 -0.0767
C 0.187 3.028 5.098 -0.0089 0.0779 0.0557
C -0.654 1.940 4.872 -0.0181 -0.0453 -0.0930
C -0.305 0.968 3.939 0.1040 -0.1279 0.1428
H 3.667 -0.859 1.376 -0.0895 0.2211 0.0868
H 3.627 0.043 2.926 0.1902 -0.0246 -0.2230
H 3.435 0.904 1.363 0.0436 -0.2930 0.2087
H 0.103 -1.300 4.555 -0.0241 -0.2263 -0.1695
H -0.414 -3.617 5.238 0.2239 0.0169 -0.1150
H 0.677 -5.539 4.067 0.0400 0.1840 -0.0726
H 2.283 -5.092 2.206 0.0175 0.0943 0.0740
H 2.745 -2.778 1.497 -0.2390 -0.0380 0.0450
H 2.710 2.225 2.957 -0.3346 0.0049 0.2620
H 2.029 4.007 4.512 -0.2124 -0.2022 0.0599
H -0.090 3.796 5.821 0.0669 -0.2066 -0.1982
H -1.593 1.834 5.415 0.2101 0.1537 -0.1615
H -1.008 0.159 3.719 0.2713 0.3699 0.0632
```
Positions in Å, forces in eV/Å.


(4)
# C4H2N2S

A cluster of 2 separate species, C4H2N2S in total at a distorted geometry (ωB97M-V/def2-TZVPD, the Open Molecules 2025 dataset).

Frontier orbital gap (spin up / spin down)   7.0 / 6.1 eV
Relative energy (zero: lowest compared OMol25 entry of this formula, charge and spin)   4.077 eV
2S+1   1
E_tot   -661.14817 Ha
LUMO level (spin up / spin down)   -0.075 / -0.090 hartree

The geometry in XYZ format:
```
9
Properties=species:S:1:pos:R:3:forces:R:3
C -0.816 -0.216 1.196 -0.9483 1.8526 1.6994
C 0.972 -1.207 0.261 1.5543 0.2034 -0.6041
C -0.206 0.923 -1.443 -1.3634 -0.8969 1.9858
C 0.480 0.011 0.757 -1.0482 -1.9898 -2.3605
N -1.858 -0.206 1.696 -0.2253 -0.3627 -0.3879
N 1.477 -2.092 -0.275 -0.1281 -0.5271 -0.1164
S -1.229 2.080 -1.255 1.3708 -1.0771 -0.7436
H 0.049 -0.099 -1.820 0.0711 1.3882 -0.3175
H 1.131 0.807 0.885 0.7170 1.4095 0.8448
```
Positions in Å, forces in eV/Å.


(5)
# C4H9N3

The molecule C4H9N3 at a distorted geometry (ωB97M-V/def2-TZVPD, the Open Molecules 2025 dataset).

Frontier orbital gap   8.1 eV
Relative energy (zero: lowest compared OMol25 entry of this formula, charge and spin)   4.259 eV
2S+1   1
SMILES   CC(=C=N)N(C)N
E_tot   -321.93384 Ha
LUMO level   0.033 hartree

The geometry in XYZ format:
```
16
Properties=species:S:1:pos:R:3:forces:R:3
C 0.293 -2.026 0.230 0.0766 0.1467 0.4405
C 0.341 -0.524 0.239 1.2592 0.5463 -0.4136
C 1.455 0.197 0.109 0.3643 -1.9282 -0.9514
N 2.576 0.643 -0.141 0.3449 -0.0673 0.8952
N -0.821 0.222 0.389 0.8193 3.3955 0.4836
C -0.321 1.907 0.299 -2.5908 -2.1738 0.2051
N -1.881 -0.271 -0.346 -0.1900 0.0853 -0.4507
H -0.123 -2.397 -0.709 0.0371 0.0706 0.0511
H 1.298 -2.428 0.351 -0.0108 -0.0221 -0.0092
H -0.337 -2.390 1.043 -0.0070 -0.0641 0.0085
H 2.982 0.412 -1.049 -0.5157 0.3874 -0.2032
H -1.313 2.347 0.228 0.0314 0.2125 0.0808
H 0.093 2.112 1.281 0.1686 -0.1185 -0.1119
H 0.281 2.297 -0.526 0.1161 -0.7081 -0.0191
H -2.755 0.135 -0.040 0.1507 -0.0126 -0.0974
H -1.769 -0.236 -1.359 -0.0538 0.2503 0.0917
```
Positions in Å, forces in eV/Å.


(6)
# C9H16NOP

A structure of composition C9H16NOP at a distorted geometry (ωB97M-V/def2-TZVPD, the Open Molecules 2025 dataset).

Frontier orbital gap   8.6 eV
Relative energy (zero: lowest compared OMol25 entry of this formula, charge and spin)   1.329 eV
2S+1   1
E_tot   -823.70112 Ha
LUMO level   0.025 hartree

The geometry in XYZ format:
```
28
Properties=species:S:1:pos:R:3:forces:R:3
C 0.928 2.595 -1.018 -0.9854 0.1641 2.4205
C -2.726 0.128 0.302 -2.2728 0.4780 -1.2847
C 0.280 1.767 -0.143 3.1703 0.9943 0.9622
C -1.538 0.245 0.826 0.9726 -1.3116 -1.6718
C 1.027 -2.920 -1.045 1.5892 -2.1410 2.6646
C 1.645 3.903 -0.619 0.7464 -1.1940 0.9642
C -4.011 0.313 1.085 -0.7547 1.8583 2.2512
C 2.277 -2.535 0.928 1.6855 -1.8528 1.0788
C 1.813 -3.635 -0.074 -1.2457 1.0539 1.8918
N 0.622 -2.498 -1.990 -2.4226 2.2879 -4.4102
O -0.502 -0.026 -1.578 -1.0244 -4.4806 -8.4257
P -0.020 -0.059 -0.150 0.7240 2.5030 3.2291
H 1.149 2.347 -2.001 -0.1259 -0.9148 -1.8626
H -2.776 0.182 -0.817 -0.1343 -0.7253 1.0012
H 0.415 2.069 0.930 -0.5399 0.2770 -0.7424
H -1.337 0.462 1.813 0.0537 0.1661 2.4257
H 2.516 3.384 0.019 -1.2359 2.1090 -1.4970
H 1.055 4.558 0.034 0.0872 -0.4512 0.1772
H 1.933 4.591 -1.473 0.1688 -1.3277 0.8867
H -3.874 0.134 2.202 0.3221 0.2505 -1.2915
H -4.988 -0.165 0.943 0.6856 -0.7317 -1.0484
H -4.354 1.399 1.040 0.6782 -0.9484 -0.0551
H 1.448 -2.268 1.542 -0.6182 0.1875 0.4152
H 3.179 -2.707 1.639 -1.4447 -0.1824 -1.5918
H 2.440 -1.740 0.272 0.8146 1.7321 -0.3036
H 2.495 -4.134 -0.686 1.7553 -0.7673 -0.4705
H 1.160 -4.371 0.363 -0.0890 -0.4476 0.4160
H -0.257 -1.018 -2.345 -0.5600 3.4149 3.8707
```
Positions in Å, forces in eV/Å.